13 unconnected molecules or ions with the total composition C62H103F24N10O16 at a distorted geometry, computed with ωB97M-V/def2-TZVPD.

Last column: Löwdin charge in e.
Cartesian coordinates (Å):
H -0.12 -10.97 25.08  0.069
C -5.96 -9.75 27.05  -0.061
O -6.66 -17.53 20.82  -0.140
H -6.86 -14.90 17.99  0.085
F -10.73 -8.81 27.23  0.175
C -5.42 -18.21 21.01  -0.260
H -12.94 -17.73 22.32  0.100
O -13.08 -16.76 25.28  -0.219
O -22.99 -26.69 24.73  -0.077
H -22.40 -27.96 26.67  0.105
H -5.03 -16.36 28.98  0.103
F -9.50 -19.19 22.23  0.119
H -13.38 -14.53 24.55  0.047
H -14.54 -15.88 28.71  0.138
O -1.78 -13.49 23.51  -0.162
C -5.49 -11.89 23.73  -0.042
H -5.11 -10.07 26.43  0.064
H -9.34 -12.05 20.22  0.095
H -8.03 -12.04 29.37  0.054
C -1.36 -12.12 23.51  -0.285
O -9.58 -10.30 21.94  -0.202
F -21.27 -23.96 26.28  0.092
C -10.91 -7.78 23.68  -0.262
O -2.76 -13.20 21.35  -0.097
H -12.03 -18.39 24.62  0.148
H -4.72 -13.84 23.52  0.093
C -0.82 -14.70 21.65  -0.502
F 0.22 -13.89 21.29  0.088
H -5.56 -14.40 31.00  0.107
F -22.83 -25.09 27.18  0.120
F -8.92 -18.72 20.10  0.133
F -11.71 -10.76 27.38  0.099
H -0.80 -11.84 22.63  0.105
H -4.55 -19.56 23.79  0.032
C -0.54 -11.96 24.78  -0.098
F -1.05 -15.43 20.53  0.080
H -9.48 -16.81 24.18  0.072
H -11.93 -15.45 23.43  0.088
H -4.91 -17.77 31.75  0.055
O -8.27 -9.80 27.11  -0.108
N -10.45 -13.47 21.25  -0.040
H -7.25 -13.28 27.37  0.135
H -10.32 -6.87 23.46  0.111
H -12.06 -14.81 30.70  0.155
H -5.87 -8.66 27.18  0.082
H -12.60 -17.34 30.58  0.077
H -4.67 -18.07 18.90  0.074
O -4.99 -19.64 27.13  -0.165
H -6.44 -11.36 29.70  0.100
H -3.69 -18.63 25.89  0.109
H -3.87 -16.95 20.04  0.055
C -12.16 -14.99 27.49  -0.015
H -9.42 -13.40 30.36  0.073
H -21.46 -25.32 24.28  0.144
H -5.85 -16.42 26.35  0.108
C -9.48 -16.61 25.25  -0.043
F -0.34 -15.60 22.54  0.089
C -2.19 -13.98 22.15  -0.541
H -10.08 -13.38 19.25  0.080
H -3.56 -15.32 26.60  0.074
C -13.57 -16.94 30.41  -0.050
H -3.04 -19.24 28.20  0.158
H -14.19 -16.80 23.06  0.120
H -5.77 -20.56 24.60  0.084
H -10.61 -13.40 27.07  0.103
H -14.44 -13.29 24.08  0.067
C -11.87 -14.76 29.65  -0.008
H -7.23 -12.35 30.96  0.097
N -12.59 -15.43 28.74  -0.016
C -6.66 -15.44 18.89  0.007
O -11.05 -8.51 22.46  -0.147
H -5.27 -11.92 24.81  0.066
H -3.64 -18.65 20.26  0.088
C -5.67 -16.21 33.03  -0.313
C -8.50 -18.86 21.38  -0.484
C -14.90 -18.56 21.94  -0.075
N -7.78 -18.03 29.30  -0.029
O -8.27 -14.09 32.35  -0.153
C -13.61 -13.46 24.71  -0.062
H -6.49 -14.89 25.91  0.101
H -3.59 -20.43 25.88  0.109
H -13.83 -16.21 31.15  0.064
N -6.20 -14.56 19.95  -0.064
O -9.03 -11.94 26.95  -0.186
H -10.47 -8.37 24.53  0.110
C -7.09 -12.26 29.86  -0.007
H -11.65 -12.58 25.03  0.114
C -12.40 -12.69 24.23  -0.127
H -14.25 -17.75 30.42  0.072
H -5.73 -16.80 34.03  0.149
H -7.46 -14.84 33.91  0.133
C -5.45 -15.37 29.01  0.018
C -4.32 -14.99 25.95  -0.040
H -5.35 -15.19 33.20  0.106
C -5.80 -14.47 29.97  0.023
C -9.36 -10.71 26.71  -0.474
C -4.67 -16.81 32.16  -0.093
F -7.64 -19.97 21.40  0.056
C -22.06 -25.98 25.04  -0.550
N -11.69 -13.31 23.07  -0.009
H -5.88 -18.74 24.64  0.051
C -13.40 -19.02 26.22  -0.452
H -9.02 -8.33 22.25  0.143
C -11.21 -14.07 27.66  -0.058
C -6.55 -14.58 21.28  0.018
O -13.92 -18.56 24.01  -0.115
N -5.99 -13.47 21.84  -0.006
H -10.33 -15.63 21.16  0.128
H -5.90 -16.20 18.76  0.067
H -8.68 -16.41 30.34  0.136
C -7.20 -18.82 30.37  -0.006
C -21.33 -27.69 26.77  -0.365
H -7.50 -19.93 30.29  0.120
C -11.54 -14.68 22.80  0.006
C -13.63 -16.42 28.97  -0.140
C -8.96 -16.62 28.12  -0.009
C -9.60 -13.11 20.13  0.037
F -10.35 -7.38 20.05  0.096
H -5.00 -11.75 21.08  0.115
H -12.45 -6.98 25.03  0.050
H -9.82 -12.43 28.83  0.052
C -10.77 -14.75 21.70  -0.021
H -5.94 -10.19 28.04  0.047
C -9.06 -15.97 33.35  -0.594
F -8.88 -8.91 19.52  0.064
H -4.17 -13.96 25.83  0.058
H -7.20 -15.36 21.66  0.101
H -8.63 -13.56 20.27  0.067
C -6.69 -13.84 28.07  -0.046
H -8.90 -15.71 25.35  0.070
C -12.36 -7.39 24.06  -0.075
H -15.75 -18.83 22.54  0.071
C -7.23 -10.12 26.32  -0.372
H -21.21 -27.46 27.84  0.098
C -11.06 -12.65 22.13  -0.026
C -8.60 -16.94 29.36  -0.019
H -15.19 -17.84 21.18  0.063
H -7.59 -18.49 31.35  0.099
C -13.04 -18.09 25.02  -0.473
F -3.76 -21.84 28.42  0.131
H -7.30 -19.34 27.76  0.154
O -8.45 -16.55 21.74  -0.174
C -4.19 -20.85 29.20  -0.592
H -6.54 -13.92 23.78  0.122
H -7.32 -11.18 26.11  0.083
C -7.76 -18.42 28.03  -0.034
C -7.86 -15.17 32.95  -0.520
C -5.17 -19.63 24.62  -0.059
H -13.09 -8.15 23.81  0.070
N -6.56 -13.48 29.33  -0.032
H -10.49 -16.54 25.60  0.055
N -11.05 -13.92 28.98  -0.057
H 0.37 -12.56 24.79  0.067
C -5.45 -12.66 20.82  -0.016
H -10.80 -12.27 30.35  0.104
C -5.64 -13.33 19.70  -0.047
C -10.21 -12.94 29.73  0.022
F -23.24 -23.88 25.43  0.070
O -6.87 -16.07 32.30  -0.130
H -6.12 -18.81 30.40  0.036
H -7.58 -17.72 25.43  0.096
F -8.89 -16.85 34.35  0.124
C -10.53 -10.06 27.50  -0.640
H -5.51 -19.31 20.87  0.111
C -9.79 -9.00 21.79  -0.451
H -7.22 -17.78 22.87  0.157
H -1.07 -12.25 25.70  0.064
C -5.71 -13.38 23.29  -0.117
H -9.55 -10.42 25.58  0.171
H -21.12 -29.25 25.40  0.061
N -8.39 -17.58 27.28  -0.011
H -12.50 -15.52 26.59  0.092
H -2.31 -11.54 23.49  0.104
F -10.29 -10.06 28.77  0.171
H -9.60 -15.82 27.76  0.103
H -2.78 -14.88 22.55  0.134
H -4.54 -11.59 23.32  0.046
H -12.61 -6.58 23.44  0.044
F -10.97 -9.45 19.76  0.138
F -10.09 -15.27 33.73  0.168
H -20.71 -29.82 27.12  0.066
H -13.98 -13.44 25.71  0.067
O -20.97 -26.65 25.94  -0.151
C -5.69 -15.36 26.44  -0.149
H -5.41 -13.18 18.69  0.115
C -20.64 -29.01 26.35  -0.103
C -4.38 -17.88 19.94  -0.075
H -10.89 -11.61 22.02  0.106
H -14.55 -19.50 21.47  0.082
H -6.18 -11.10 23.50  0.071
C -10.03 -8.68 20.28  -0.528
H -4.16 -15.46 24.98  0.089
H -13.57 -17.28 28.33  0.087
F -14.51 -18.66 26.85  0.142
H -5.02 -18.11 21.98  0.085
H -19.57 -28.79 26.20  0.061
C -4.14 -19.48 28.47  -0.433
H -12.62 -11.65 23.92  0.132
F -9.46 -16.69 32.24  0.062
C -4.28 -19.56 25.92  -0.310
C -13.89 -17.85 22.80  -0.288
F -3.32 -20.76 30.23  0.109
H -9.02 -18.69 25.65  0.138
C -7.72 -17.60 21.83  -0.506
F -13.49 -20.43 25.96  0.054
O -4.57 -18.55 29.22  -0.161
C -8.61 -17.69 25.84  -0.150
H -3.70 -17.05 32.63  0.090
F -5.36 -21.12 29.74  0.147
F -12.41 -18.89 27.17  0.066
N -5.98 -14.91 27.81  -0.018
H -7.35 -9.57 25.32  0.143
H -7.50 -16.01 19.35  0.100
H -4.37 -16.16 31.30  0.070
C -22.34 -24.74 25.99  -0.570

Computed properties:
net charge = -3
energy relative to the best compared isomer or geometry (same formula, charge and spin) = 0.000 eV
orbital gap = 6.466 eV
energy = -6572.251340 hartree

---

A molecular structure, C62H106F6HfN6O18S2 at a distorted geometry, computed with ωB97M-V/def2-TZVPD.

Last column: Löwdin charge in e.
Cartesian coordinates (Å):
C -2.42 2.22 -4.89  -0.037
C 0.83 0.04 -3.16  -0.416
H 2.88 6.08 3.73  0.079
H 3.63 1.68 6.93  0.064
H 4.23 4.10 -4.32  0.088
H -4.96 -1.07 -5.25  0.070
H -2.40 0.20 3.28  0.030
H -2.96 2.19 -5.84  0.082
C -3.75 1.79 0.96  -0.391
S 0.64 1.34 1.17  0.604
H 0.60 -5.28 -3.97  0.115
H -2.96 7.34 2.13  0.073
N 4.69 3.58 5.15  -0.340
F 1.72 -0.90 2.90  0.161
H -0.85 -0.51 3.52  0.062
H 6.27 -1.72 1.91  0.115
H -4.19 -5.06 3.17  0.077
H 1.60 -1.92 -2.78  0.067
H 8.73 4.19 3.05  0.107
C -6.09 1.80 -4.25  -0.169
H 2.06 6.45 5.10  0.087
H 4.70 2.44 -4.05  0.082
H -1.78 1.34 -4.82  0.064
H -0.28 -6.71 -3.29  0.116
C 0.87 1.23 -4.08  0.014
H -1.58 -4.66 5.73  0.110
H -1.97 -3.91 0.23  0.038
C 7.40 2.94 1.93  -0.071
H -2.68 -4.97 -1.23  0.057
H -4.49 1.04 2.86  0.096
H -2.17 5.61 -0.97  0.067
O 1.50 4.12 2.98  0.046
C -5.07 0.72 -3.89  -0.464
H 4.80 -0.67 -1.92  0.097
O 8.36 0.65 -3.14  0.077
H -6.80 1.36 -4.95  0.118
H -1.81 4.06 -3.07  0.098
S 1.23 -1.12 0.16  0.743
C 7.75 3.74 2.99  -0.082
C 1.68 0.86 7.15  -0.483
H 5.76 1.72 1.15  0.086
C -2.06 -3.31 -4.36  -0.469
H 0.66 -5.55 -1.25  0.083
C 0.17 -4.64 -1.59  -0.077
H -0.41 -3.74 -5.74  0.108
C 5.65 3.41 4.04  -0.119
H 3.08 0.77 5.56  0.067
H -0.73 3.94 4.49  0.074
H 4.50 -1.75 0.16  0.066
H 0.97 -3.93 -1.81  0.068
H 3.82 -7.99 0.81  0.087
H -4.65 -1.51 3.33  0.071
H -2.45 -1.57 -5.73  0.076
H -0.66 -4.47 1.22  0.065
H -1.67 -6.44 -1.39  0.084
H 5.17 3.86 -0.38  0.089
H -6.75 -0.64 -3.68  0.084
H -1.23 6.76 -0.03  0.102
H -4.64 6.71 1.76  0.081
H -3.58 0.09 -5.42  0.041
C -4.44 2.85 0.13  0.020
F 0.78 -2.74 2.19  0.178
H -4.02 -3.04 -3.55  0.061
C 1.17 4.87 3.89  -0.500
H -4.51 2.83 2.66  0.080
H -0.20 -4.22 -0.65  0.028
C -0.96 -4.78 -2.59  -0.468
O -2.02 -2.64 -2.07  -0.325
H 8.98 -0.18 -1.07  0.118
O 3.12 3.77 -2.16  0.047
H -0.40 5.52 5.13  0.079
H -3.95 4.44 -4.36  0.129
C 3.15 -5.89 1.39  -0.471
C -5.91 -0.32 -3.06  -0.022
C -3.97 -4.32 2.40  -0.007
C -4.03 -1.61 4.22  -0.047
O 1.46 1.60 8.09  0.063
C 3.25 -5.01 0.16  -0.008
O -2.20 -1.63 1.54  -0.317
C 1.85 6.19 4.06  -0.028
C 7.78 -0.91 0.56  -0.073
N -2.30 -2.46 2.65  -0.146
C 0.07 4.57 4.88  -0.003
H -6.17 0.01 -2.06  0.077
H 0.86 -0.26 5.48  0.060
H -2.13 -6.10 -5.00  0.103
C -1.35 -4.17 -5.41  -0.159
H -6.57 2.25 -3.38  0.119
C 3.04 -7.38 1.25  -0.028
H -3.84 -4.70 -4.00  0.065
C 1.80 -1.06 -3.41  0.009
H 6.13 2.88 -1.55  0.071
N 7.23 0.24 -2.93  -0.353
O 2.04 1.31 1.43  -0.272
H -2.99 2.00 2.92  0.082
O 6.37 0.12 -3.78  0.068
H 2.70 -7.95 2.12  0.082
C 5.46 -1.28 0.03  -0.060
C 6.14 2.39 1.91  -0.083
O 2.43 -0.81 -0.52  -0.245
C -4.35 3.49 -4.01  -0.158
H -5.22 2.68 -5.91  0.102
C 7.99 -0.42 -0.70  -0.005
C -2.52 -1.80 3.93  -0.477
H -0.76 -1.71 -5.14  0.068
H 0.14 1.97 -3.73  0.062
H 1.33 6.97 3.50  0.090
H -4.18 8.37 1.34  0.081
C 6.88 4.09 4.03  0.013
H 0.56 -1.03 7.10  0.093
H -4.27 -4.74 1.44  0.073
H 3.89 -4.14 0.31  0.068
H -4.69 -3.50 2.45  0.065
C 4.31 3.56 -2.35  -0.480
H -3.70 3.62 -0.09  0.066
H -5.17 0.38 -6.06  0.079
H -1.81 3.11 -5.11  0.090
O -0.25 1.65 2.24  -0.275
H 1.81 1.77 -3.90  0.087
H 2.25 -4.71 -0.15  0.050
C -4.64 -0.03 -5.19  -0.023
C -0.37 -5.70 -3.70  -0.119
C 4.89 3.46 -3.73  -0.011
H 4.37 2.01 2.91  0.114
H -1.93 -4.14 -6.34  0.122
C -2.38 3.23 -2.63  -0.036
H 8.53 -1.09 1.32  0.115
C 5.63 -0.69 -1.23  0.005
C 0.26 2.90 0.01  -0.628
H -0.63 -4.32 3.43  0.098
O 5.10 4.07 6.18  0.090
F -1.06 3.11 0.16  0.101
C -3.32 6.94 0.07  -0.502
O 3.40 -5.43 2.49  0.058
C 0.69 -0.10 6.55  -0.018
H -4.88 3.85 -3.12  0.119
H 2.09 -7.49 0.70  0.081
H -4.39 -2.57 4.61  0.067
C 5.14 3.08 -1.15  -0.013
H -1.69 -5.68 3.54  0.117
H -0.94 -2.38 5.23  0.103
O -3.02 0.42 -2.54  -0.344
H -2.95 3.69 -1.83  0.041
C -1.75 -4.45 1.15  -0.060
C -1.81 -1.88 -4.91  -0.035
H -1.96 5.38 0.82  0.072
H -4.20 -3.46 -5.17  0.078
C -2.08 6.08 0.01  -0.025
H -3.21 -4.39 4.98  0.092
H 0.61 1.05 -5.12  0.100
H -2.89 -6.00 -2.56  0.070
H -5.14 3.37 0.79  0.079
H 1.55 -1.38 -4.43  0.100
F 0.96 3.93 0.38  0.185
H -0.56 -6.13 -5.81  0.107
H -4.93 2.45 -0.76  0.090
H 5.95 3.70 -3.69  0.083
H -6.21 3.82 -5.04  0.115
C 5.29 2.57 2.99  0.018
F 2.87 -2.39 1.92  0.160
C -3.82 7.36 1.46  -0.014
H 8.15 2.77 1.16  0.110
C 6.92 -0.33 -1.60  -0.137
H 3.53 -5.54 -0.75  0.093
O -0.06 -0.02 -2.31  -0.073
H -2.47 -2.33 6.08  0.120
Hf -1.84 -0.74 -0.73  2.037
C -2.15 -4.14 4.96  -0.167
C -3.57 -3.69 -4.30  -0.019
H -2.02 -1.15 -4.12  0.046
H -0.23 0.49 6.49  0.076
C -1.84 -0.43 3.97  -0.039
C -2.47 -3.90 2.38  -0.444
C -5.48 3.02 -4.90  -0.194
F 0.46 2.58 -1.26  0.122
O -3.85 7.39 -0.91  0.068
N 0.00 0.13 0.25  -0.380
H -4.33 -0.87 4.97  0.083
C -2.00 -2.65 5.15  -0.139
H 3.59 -0.11 7.06  0.093
H 7.24 4.78 4.77  0.118
H 0.55 4.00 5.68  0.092
O -3.10 0.89 0.45  -0.071
H 2.85 -0.80 -3.32  0.084
N -3.94 1.31 -3.14  -0.126
H 4.61 2.23 -0.74  0.077
H -5.20 -1.15 -3.04  0.052
H -2.01 -5.50 0.96  0.093
H -1.60 2.56 -2.26  0.050
O 3.54 3.28 4.91  0.062
C 1.68 -1.82 1.96  -0.616
C -3.25 2.51 -3.66  -0.495
H -1.85 0.01 4.96  0.085
C -1.15 -5.64 -5.03  -0.177
N -1.42 -3.46 -3.05  -0.106
C -2.11 -5.59 -1.92  -0.032
O 0.23 -1.97 -0.44  -0.423
C -1.68 -4.58 3.54  -0.136
C -3.97 1.90 2.45  0.020
C 3.10 0.77 6.65  -0.027
C 6.52 -1.30 0.94  -0.067

Computed properties:
energy relative to the best compared isomer or geometry (same formula, charge and spin) = 0.000 eV
orbital gap = 5.576 eV
energy = -5551.975881 hartree